A 4-piece molecular cluster, C26H32F24NO6S overall. Source: the Open Molecules 2025 dataset; level of theory: ωB97M-V/def2-TZVPD.

Calculated values
**HOMO energy**: -0.4430 hartree
**LUMO level**: -3.11 eV
**Orbital gap**: 8.947 eV
**Strongest force on any atom**: 10.11 eV Å⁻¹

Geometry as ORCA input:
```
! wB97M-V def2-TZVPD RIJCOSX def2/J DEFGRID3
* xyz 1 1
C 4.30 1.42 -3.80
C 3.43 1.92 -4.81
C 2.24 2.63 -5.69
C 0.84 1.74 -5.78
C 0.81 0.45 -4.77
N -0.44 -0.40 -4.85
C -0.59 -1.32 -3.64
C 0.82 -1.81 -2.98
C 1.25 -1.44 -1.57
C -1.74 0.40 -4.98
C -3.10 -0.50 -4.84
C -3.86 -0.40 -3.39
S -4.16 1.34 -2.77
O -2.90 1.89 -1.99
O -4.63 2.35 -3.84
O -5.40 1.21 -1.56
H 5.09 1.15 -2.96
H 2.01 3.72 -5.27
H 2.70 2.81 -6.78
H -0.03 2.51 -5.63
H 0.80 1.30 -6.89
H 1.71 -0.26 -5.12
H 1.03 0.88 -3.68
H -0.40 -1.02 -5.71
H -1.14 -0.67 -2.81
H -1.20 -2.31 -3.89
H 1.56 -2.43 -3.64
H 2.10 -2.07 -1.06
H 0.78 -0.52 -0.99
H -1.82 0.94 -6.04
H -1.65 1.28 -4.20
H -2.93 -1.64 -5.15
H -3.87 -0.09 -5.65
H -3.32 -1.12 -2.61
H -4.94 -0.88 -3.55
H -5.08 1.60 -0.69
C -3.86 -1.11 2.36
C -3.44 -2.42 1.67
C -2.00 -2.86 1.94
F -1.08 -1.93 1.62
F -1.70 -3.97 1.21
F -3.68 -2.31 0.34
F -4.28 -3.40 2.12
O -3.72 0.10 1.60
C -2.40 0.64 1.56
C -1.73 0.51 0.18
F -1.79 -0.76 -0.29
F -0.42 0.84 0.24
F -1.68 0.10 2.56
F -2.53 1.96 1.87
H -4.94 -1.19 2.54
H -3.43 -1.00 3.36
H -1.86 -3.12 3.00
H -2.22 1.15 -0.56
C 1.15 -5.53 4.77
C 0.50 -4.13 4.78
C 1.40 -2.99 4.30
F 2.55 -2.89 4.99
F 0.77 -1.79 4.44
F 0.00 -3.89 6.01
F -0.59 -4.18 3.95
O 1.75 -5.97 5.99
C 3.06 -5.45 6.24
C 3.09 -4.44 7.39
F 2.17 -3.45 7.24
F 4.30 -3.82 7.46
F 3.57 -4.97 5.09
F 3.83 -6.53 6.57
H 0.33 -6.24 4.60
H 1.82 -5.67 3.91
H 1.65 -3.10 3.24
H 2.90 -4.92 8.35
C 1.09 3.50 1.05
C 0.50 4.74 1.74
C 0.35 5.98 0.85
F 1.51 6.37 0.28
F -0.09 7.04 1.58
F 1.22 5.01 2.85
F -0.75 4.40 2.19
O 2.50 3.31 1.17
C 3.30 4.09 0.27
C 4.08 5.21 0.97
F 3.29 5.98 1.76
F 4.65 6.05 0.07
F 2.51 4.54 -0.73
F 4.17 3.22 -0.31
H 0.66 2.63 1.56
H 0.75 3.40 0.01
H -0.38 5.80 0.06
H 4.87 4.80 1.60
*
```

---

A 2-piece molecular cluster, C26H32F4N3O overall. Source: the Open Molecules 2025 dataset; level of theory: ωB97M-V/def2-TZVPD.

Calculated values
**HOMO energy**: -0.4015 hartree
**LUMO level**: -2.95 eV
**Orbital gap**: 7.973 eV
**Strongest force on any atom**: 2.51 eV Å⁻¹

Geometry as ORCA input:
```
! wB97M-V def2-TZVPD RIJCOSX def2/J DEFGRID3
* xyz 1 1
C 2.42 3.48 0.18
C 3.29 3.36 -1.12
C 3.44 1.90 -1.63
C 2.12 1.34 -2.29
C 1.42 0.44 -1.23
C 0.46 -0.62 -1.85
C -0.16 -1.58 -0.79
C 0.49 -3.01 -0.86
C 0.49 -3.67 0.56
C 1.41 -2.94 1.53
F 0.94 -2.59 2.75
C 2.68 -2.61 1.23
F 3.22 -1.46 1.63
F 3.50 -3.38 0.53
N -1.63 -1.73 -0.88
C -2.15 -1.90 -2.25
C -1.34 -1.19 -3.35
N -2.12 -0.85 -4.54
C -1.49 -1.00 -5.60
O -1.03 -1.28 -6.63
N -0.54 -0.02 -2.80
C -1.37 1.07 -2.27
C -1.65 1.32 -0.92
C -2.47 2.39 -0.51
C -3.05 3.22 -1.47
C -2.78 3.01 -2.83
C -1.95 1.96 -3.21
H 2.68 2.64 0.85
H 1.34 3.48 -0.05
H 2.70 4.40 0.71
H 2.80 3.93 -1.94
H 4.27 3.84 -0.95
H 4.30 1.85 -2.33
H 3.75 1.29 -0.75
H 2.36 0.79 -3.21
H 1.50 2.25 -2.47
H 2.22 -0.17 -0.75
H 0.96 1.00 -0.40
H 1.12 -1.25 -2.47
H 0.08 -1.16 0.21
H -0.10 -3.68 -1.51
H 1.54 -2.94 -1.20
H 0.86 -4.72 0.50
H -0.53 -3.73 0.99
H -1.89 -2.57 -0.37
H -3.17 -1.44 -2.26
H -2.29 -2.96 -2.53
H -0.56 -1.91 -3.69
H -0.02 0.35 -3.60
H -1.21 0.70 -0.14
H -2.65 2.58 0.55
H -3.72 4.05 -1.21
H -3.20 3.62 -3.64
H -1.76 1.79 -4.28
F -1.05 1.76 4.70
C -1.08 0.64 5.45
C -0.19 -0.38 5.18
C -0.22 -1.53 5.94
C -1.15 -1.66 6.97
C -2.05 -0.63 7.22
C -2.01 0.53 6.47
H 0.53 -0.26 4.37
H 0.48 -2.33 5.74
H -1.18 -2.56 7.56
H -2.77 -0.73 8.02
H -2.69 1.35 6.66
*
```

---

C26H32MnN4O5S as an isolated structure. Source: the Open Molecules 2025 dataset; level of theory: ωB97M-V/def2-TZVPD.

Calculated values
**HOMO energy (alpha / beta)**: -0.5198 / -0.5121 hartree
**Energy above the lowest of the compared OMol25 structures with the same formula, charge and spin**: 19.1 kcal per mole
**LUMO level (alpha / beta)**: -4.98 / -4.79 eV
**Expectation value of S²**: 0.8394
**Orbital gap (alpha / beta)**: 9.161 / 9.139 eV
**Strongest force on any atom**: 1.02 eV Å⁻¹

Geometry as ORCA input:
```
! wB97M-V def2-TZVPD RIJCOSX def2/J DEFGRID3
* xyz 2 2
Mn -0.21 -0.49 1.10
C 3.66 3.34 1.42
N 3.23 1.94 1.41
C 4.24 0.97 1.87
C 2.04 1.52 1.00
O 1.74 0.31 0.94
C 0.98 2.52 0.59
O -0.22 1.78 0.63
C -1.43 2.47 0.46
C -2.50 1.44 0.74
O -2.16 0.28 1.06
N -3.76 1.82 0.64
C -4.11 3.21 0.27
C -4.86 0.88 0.89
H 4.09 3.57 2.40
H 4.41 3.50 0.66
H 2.83 4.02 1.24
H 4.29 0.99 2.96
H 3.98 -0.02 1.54
H 5.21 1.26 1.47
H 0.92 3.37 1.27
H 1.18 2.89 -0.42
H -1.51 3.31 1.15
H -1.52 2.86 -0.56
H -3.76 3.46 -0.73
H -5.19 3.30 0.28
H -3.71 3.93 0.99
H -4.48 -0.13 0.93
H -5.35 1.11 1.83
H -5.59 0.96 0.08
N 3.36 -4.30 -1.60
C 2.58 -4.65 -0.54
O 2.91 -5.41 0.34
C 1.22 -4.02 -0.48
C 0.09 -4.82 -0.37
C -1.15 -4.22 -0.24
C -1.22 -2.85 -0.14
N -0.13 -2.07 -0.21
C 1.07 -2.65 -0.40
H 4.26 -4.75 -1.69
H 3.00 -3.79 -2.38
H 0.19 -5.90 -0.40
H -2.06 -4.81 -0.18
H -2.17 -2.34 -0.01
H 1.92 -1.99 -0.47
O 0.21 -1.53 2.73
S 0.82 -1.89 4.07
C -0.51 -2.19 5.19
C -0.79 -3.53 5.40
C -1.89 -3.88 6.16
C -2.69 -2.88 6.70
C -2.39 -1.54 6.49
C -1.29 -1.18 5.73
C 1.53 -0.38 4.70
C 1.09 0.85 4.25
C 1.66 2.00 4.79
C 2.66 1.90 5.76
C 3.09 0.65 6.19
C 2.52 -0.51 5.66
H -0.14 -4.30 4.98
H -2.12 -4.92 6.34
H -3.55 -3.15 7.30
H -3.01 -0.77 6.94
H -1.04 -0.13 5.59
H 0.32 0.92 3.51
H 1.31 2.98 4.48
H 3.10 2.79 6.18
H 3.86 0.57 6.94
H 2.86 -1.49 5.99
*
```

---

C26H32N4O6SSi2V as an isolated structure. Source: the Open Molecules 2025 dataset; level of theory: ωB97M-V/def2-TZVPD.

Calculated values
**HOMO energy (alpha / beta)**: -0.0765 / -0.0779 hartree
**LUMO level (alpha / beta)**: 4.72 / 4.72 eV
**Expectation value of S²**: 0.7721
**Orbital gap (alpha / beta)**: 6.798 / 6.838 eV
**Strongest force on any atom**: 3.21 eV Å⁻¹

Geometry as ORCA input:
```
! wB97M-V def2-TZVPD RIJCOSX def2/J DEFGRID3
* xyz -2 2
V 9.95 9.00 11.32
O 9.46 7.22 10.53
C 8.39 6.52 10.62
C 7.94 5.86 9.50
C 6.79 5.18 9.54
C 5.98 5.08 10.64
C 6.40 5.75 11.79
C 7.56 6.54 11.79
C 8.10 7.06 13.05
N 9.03 7.90 13.10
N 9.76 8.20 14.28
C 11.00 8.29 13.86
O 11.38 8.02 12.66
C 11.99 8.60 14.94
C 11.90 7.86 16.13
C 12.75 8.13 17.17
C 13.70 9.13 17.03
C 13.75 9.86 15.88
C 12.90 9.64 14.79
H 8.55 5.93 8.61
H 6.52 4.71 8.59
H 5.02 4.62 10.59
H 5.80 5.71 12.71
H 7.75 6.61 13.97
H 11.15 7.07 16.04
H 12.66 7.62 18.15
H 14.45 9.39 17.77
H 14.61 10.58 15.75
H 12.93 10.23 13.91
C 13.43 8.96 7.96
Si 12.56 8.54 9.57
C 12.48 6.63 9.73
C 13.75 9.33 10.77
N 10.90 9.12 9.67
C 10.07 9.47 8.59
C 10.33 9.59 7.24
C 9.32 9.94 6.36
C 8.00 9.92 6.78
C 7.67 9.86 8.17
C 8.72 9.66 9.04
N 8.57 9.76 10.46
Si 7.29 10.74 11.24
C 5.46 9.99 10.97
C 7.55 10.86 13.10
C 7.41 12.41 10.42
H 14.50 8.70 8.02
H 13.36 10.06 7.98
H 13.01 8.48 7.05
H 11.72 6.16 9.05
H 12.14 6.42 10.68
H 13.45 6.10 9.56
H 14.16 10.11 10.17
H 14.48 8.59 10.97
H 13.35 9.76 11.68
H 11.33 9.54 6.68
H 9.65 10.06 5.33
H 7.16 10.13 6.12
H 6.66 9.85 8.45
H 5.55 9.08 11.60
H 5.40 9.64 9.92
H 4.69 10.65 11.32
H 6.93 10.11 13.66
H 7.08 11.78 13.40
H 8.54 10.81 13.48
H 8.39 12.84 10.84
H 6.59 13.12 10.70
H 7.51 12.24 9.36
O 10.00 12.73 12.41
S 11.12 11.90 11.99
O 12.29 12.14 12.86
O 10.68 10.39 12.23
O 11.40 11.98 10.56
*
```

---

A 7-piece molecular cluster, C26H33BN4O20S overall. Source: the Open Molecules 2025 dataset; level of theory: ωB97M-V/def2-TZVPD.

Calculated values
**HOMO energy**: -0.3066 hartree
**LUMO level**: -1.46 eV
**Orbital gap**: 6.880 eV
**Strongest force on any atom**: 6.43 eV Å⁻¹

Geometry as ORCA input:
```
! wB97M-V def2-TZVPD RIJCOSX def2/J DEFGRID3
* xyz 0 1
H 3.94 1.86 -4.16
N 4.67 1.45 -3.53
C 4.07 0.30 -3.02
C 5.01 -0.55 -1.93
C 4.66 0.16 -0.46
C 5.92 0.64 0.47
O 7.34 0.46 0.02
C 5.62 1.39 1.94
B 7.01 1.87 2.75
N 7.67 3.15 2.17
O 7.55 1.10 3.89
C 4.09 1.64 2.48
C 2.82 1.13 1.52
N 1.32 1.29 1.79
S 0.49 0.61 0.40
N 1.81 0.08 -0.65
C 3.12 0.40 0.05
H 2.98 -0.05 -3.28
H 6.16 -0.38 -2.20
H 4.76 -1.69 -1.93
H 7.61 -0.50 0.25
H 6.86 3.69 1.75
H 8.20 2.81 1.31
H 7.00 1.25 4.73
H 3.91 2.16 3.53
O -2.66 2.22 -2.97
C -2.29 3.04 -2.15
O -1.44 2.77 -1.12
C -1.08 4.01 -0.54
C -2.22 4.90 -0.91
O -2.68 4.35 -2.13
H -0.97 3.91 0.55
H -0.13 4.34 -0.97
H -3.03 4.87 -0.18
H -1.91 5.94 -1.05
O -5.80 -3.33 -5.58
C -5.13 -2.44 -5.10
O -5.60 -1.19 -4.82
C -4.59 -0.53 -4.08
C -3.35 -1.25 -4.47
O -3.81 -2.55 -4.78
H -4.56 0.54 -4.33
H -4.82 -0.63 -3.01
H -2.88 -0.82 -5.36
H -2.61 -1.28 -3.66
O 3.17 0.22 4.83
C 2.90 -0.93 4.51
O 2.06 -1.75 5.22
C 1.84 -2.90 4.41
C 3.04 -2.92 3.52
O 3.40 -1.56 3.41
H 1.76 -3.79 5.03
H 0.91 -2.76 3.86
H 3.88 -3.48 3.96
H 2.81 -3.34 2.53
O 4.20 -5.56 3.66
C 3.23 -6.29 3.56
O 2.31 -6.21 2.56
C 1.49 -7.35 2.67
C 1.63 -7.75 4.10
O 2.93 -7.30 4.43
H 0.45 -7.11 2.41
H 1.86 -8.12 1.98
H 0.91 -7.25 4.75
H 1.55 -8.83 4.25
O -10.70 1.50 -8.08
C -10.01 0.76 -7.41
O -9.27 1.16 -6.33
C -8.79 -0.02 -5.70
C -8.81 -1.03 -6.81
O -9.86 -0.58 -7.64
H -7.79 0.14 -5.30
H -9.47 -0.28 -4.89
H -7.88 -1.03 -7.38
H -9.01 -2.04 -6.44
O -1.89 6.05 1.68
C -1.84 5.36 2.69
O -1.62 4.01 2.69
C -1.41 3.64 4.04
C -2.10 4.72 4.81
O -2.00 5.84 3.96
H -1.83 2.65 4.24
H -0.33 3.61 4.24
H -3.16 4.50 4.99
H -1.61 4.92 5.77
*
```

---

C26H33BrCaN3O9P as an isolated structure. Source: the Open Molecules 2025 dataset; level of theory: ωB97M-V/def2-TZVPD.

Calculated values
**HOMO energy**: -0.0874 hartree
**Energy above the lowest of the compared OMol25 structures with the same formula, charge and spin**: 8.3 kcal per mole
**LUMO level**: 3.57 eV
**Orbital gap**: 5.949 eV
**Strongest force on any atom**: 0.44 eV Å⁻¹

Geometry as ORCA input:
```
! wB97M-V def2-TZVPD RIJCOSX def2/J DEFGRID3
* xyz -2 1
Ca 2.23 -1.14 -0.60
O 5.75 -0.64 -1.12
C 4.91 0.02 -0.51
O 4.14 -0.40 0.42
C 4.70 1.48 -0.88
C 5.72 2.38 -0.75
C 5.50 3.74 -1.03
C 4.27 4.18 -1.46
C 3.25 3.28 -1.65
C 3.39 1.86 -1.38
O 2.48 1.02 -1.53
N 1.99 3.83 -2.13
O 1.20 3.10 -2.70
O 1.76 5.02 -1.90
N 6.57 4.69 -0.88
O 7.66 4.28 -0.48
O 6.37 5.87 -1.15
H 6.69 2.05 -0.42
H 4.10 5.23 -1.67
C -1.61 -2.94 1.40
C -2.32 -1.60 1.17
C -3.48 -1.45 2.16
C -2.92 -1.70 -0.24
P -0.96 -0.24 1.14
N 0.29 -0.69 0.40
C -1.74 1.31 0.32
C -3.17 1.69 0.71
C -1.65 1.10 -1.20
C -0.82 2.51 0.61
C -0.59 0.23 2.97
C -1.61 1.08 3.71
C -0.37 -1.07 3.76
C 0.77 0.94 2.98
H -2.31 -3.75 1.15
H -1.30 -3.09 2.43
H -0.73 -3.02 0.77
H -4.20 -2.26 1.98
H -4.01 -0.50 2.04
H -3.16 -1.53 3.20
H -3.51 -2.62 -0.31
H -2.13 -1.75 -0.99
H -3.58 -0.87 -0.48
H -3.89 0.94 0.39
H -3.43 2.62 0.20
H -3.29 1.85 1.78
H -2.39 0.41 -1.58
H -0.65 0.75 -1.47
H -1.81 2.07 -1.69
H -0.90 2.86 1.64
H -1.11 3.33 -0.04
H 0.22 2.25 0.40
H -2.61 0.64 3.73
H -1.69 2.09 3.29
H -1.29 1.20 4.75
H -1.29 -1.61 3.96
H 0.08 -0.82 4.73
H 0.32 -1.73 3.23
H 0.73 1.95 2.60
H 1.50 0.39 2.38
H 1.13 0.99 4.02
Br -4.69 -4.38 -4.04
C -2.92 -3.98 -3.46
C -2.24 -2.93 -4.05
C -0.95 -2.64 -3.62
C -0.37 -3.38 -2.61
C -1.07 -4.43 -2.03
C -2.35 -4.74 -2.45
C 1.01 -3.00 -2.08
O 1.40 -3.55 -1.02
O 1.63 -2.10 -2.70
H -2.71 -2.34 -4.83
H -0.39 -1.81 -4.04
H -0.60 -4.97 -1.22
H -2.91 -5.55 -2.00
*
```